Entry 1:
The following is a quantum chemistry calculation of C6H6N2 as an isolated structure, from the OMol25 dataset.

Computed properties:
Spin multiplicity   1
ΔE to the lowest compared entry with this formula, charge and spin   2.540 eV
Kohn-Sham gap   9.562 eV

Geometry (Å):
C 0.2151 -1.0339 1.2257
C -1.2513 -0.5152 1.2417
C -0.8041 0.1890 0.0422
C 0.6089 1.1200 -1.9000
C 1.3198 0.1479 -1.0814
C 0.4453 -0.3251 -0.0782
H 0.8237 -0.5052 2.0104
H 0.4302 -2.1094 1.5217
H -1.9479 -1.4288 1.0312
H -1.5825 0.0577 2.1231
H 1.2274 1.5744 -2.6527
H 2.5062 0.1244 -1.0863
N -1.3508 1.0835 -0.6960
N -0.6399 1.6207 -1.7014

***

Entry 2:
The following is a quantum chemistry calculation of an isolated molecule of C6H6N2, from the OMol25 dataset.

Computed properties:
SMILES   C#C[C@]12CN=CN1C2
Spin multiplicity   1
ΔE to the lowest compared entry with this formula, charge and spin   6.534 eV
Kohn-Sham gap   10.228 eV

Geometry (Å):
C 2.8880 -0.3582 -0.6316
C 1.7797 -0.2339 0.1558
C 0.3527 0.2049 0.5908
C -0.6307 -1.1611 0.8433
C -1.6196 0.1299 -0.8633
C -0.1576 1.4847 0.7185
H 4.0275 -0.5570 -0.8831
H -1.0453 -1.3503 1.9014
H -0.0345 -2.1907 0.7012
H -2.3238 0.5955 -1.4779
H -1.1047 1.5799 1.3950
H 0.3561 2.4408 0.6226
N -1.7553 -1.0120 -0.4031
N -0.4662 0.8812 -0.6169

***

Entry 3:
The following is a quantum chemistry calculation of an isolated molecule of C6H6N2, from the OMol25 dataset.

Computed properties:
SMILES   C[C@@H]1CC1(C#N)C#N
Spin multiplicity   1
ΔE to the lowest compared entry with this formula, charge and spin   2.196 eV
Kohn-Sham gap   10.731 eV

Geometry (Å):
C -1.3399 1.5473 -0.3430
C -1.9560 -0.7029 0.1517
C 0.2357 -0.3516 -1.2740
C 0.4325 -0.5524 0.1448
C -0.9762 0.1659 -0.2141
C 1.4933 0.1706 1.0099
N -1.4553 2.6437 -0.6951
N -2.6561 -1.5060 0.5234
H 0.9654 0.3188 -1.7941
H -0.1937 -1.1792 -1.8573
H 0.2170 -1.5768 0.4761
H 1.9584 1.1283 0.6985
H 2.3690 -0.5274 1.1652
H 0.9060 0.4216 2.0081

***

Entry 4:
The following is a quantum chemistry calculation of an isolated molecule of C6H6N2, from the OMol25 dataset.

Computed properties:
SMILES   C1=C[C@@H]2NN=CC2=C1
Spin multiplicity   1
ΔE to the lowest compared entry with this formula, charge and spin   3.025 eV
Kohn-Sham gap   8.455 eV

Geometry (Å):
C -0.1212 -0.9440 -1.4391
C -0.3970 -0.6212 -0.0940
C -1.4713 -0.4175 0.7038
C -1.1185 0.4893 1.7549
C 0.2064 0.8508 1.5437
C 0.7772 0.0854 0.4119
H 2.0088 0.8784 -1.1138
H -0.5344 -2.0032 -1.8948
H -2.5336 -0.8067 0.3975
H -1.7272 0.7993 2.5838
H 0.8211 1.5548 2.0276
H 1.5561 -0.7287 0.6587
N 1.0555 0.7677 -0.9510
N 0.8239 -0.2464 -1.8986

***

Entry 5:
The following is a quantum chemistry calculation of C6H6N2 as an isolated structure, from the OMol25 dataset.

Computed properties:
Spin multiplicity   1
ΔE to the lowest compared entry with this formula, charge and spin   1.149 eV
Net charge   +2
Kohn-Sham gap (spin up / spin down)   7.686 / 7.685 eV

Geometry (Å):
C 2.2062 0.0809 -0.0025
C 1.4723 -1.0738 0.0382
C -1.1985 -1.1501 -0.0225
C 1.3114 1.2023 -0.0286
C -1.7168 1.0873 0.0299
C 0.0652 -0.6651 0.0316
N -2.1429 -0.1017 -0.0044
N 0.0915 0.7147 0.0438
H 3.2821 0.1630 -0.0231
H 1.8248 -2.0917 0.0815
H -1.5403 -2.1749 -0.0949
H 1.5679 2.2513 -0.1107
H -2.0720 2.1055 0.0791
H -3.1509 -0.3477 -0.0175

***

Entry 6:
The following is a quantum chemistry calculation of an isolated ion of composition C6H6N2 and charge +2, from the OMol25 dataset.

Computed properties:
Spin multiplicity   3
<S²>   2.023
Net charge   +2
Kohn-Sham gap (spin up / spin down)   7.048 / 7.686 eV

Geometry (Å):
C 2.2420 0.0031 0.0174
C 1.4820 -1.2796 0.0246
C -2.0567 -1.0825 -0.0580
C 1.4492 1.0579 -0.0918
C -1.0874 1.0550 0.0792
C 0.2465 -0.7994 -0.0817
N -2.2085 0.1742 -0.0241
N 0.0742 0.5367 -0.1291
H 3.3843 0.0812 0.1002
H 1.9526 -2.3223 0.1529
H -2.5599 -2.0444 -0.0780
H 1.6004 2.0649 -0.1849
H -1.4101 2.0075 0.2808
H -3.1085 0.5476 -0.0074

***

Entry 7:
The following is a quantum chemistry calculation of C6H6N2O as an isolated structure, from the OMol25 dataset.

Computed properties:
Spin multiplicity   1
ΔE to the lowest compared entry with this formula, charge and spin   4.404 eV
Kohn-Sham gap   8.512 eV

Geometry (Å):
C -1.7290 -0.8232 0.0363
C 0.5027 -0.6809 -0.1629
C 2.0676 0.8713 -0.2195
C 0.6739 0.6803 -0.1387
C -0.5520 1.4152 0.0084
C -1.6549 0.6749 0.0533
H -2.0120 -1.0880 1.1190
H -2.7316 -1.4983 -0.6309
H 1.8146 -2.3006 0.0079
H 2.4180 1.8969 -0.4626
H -0.2404 2.5597 -0.1424
H -2.4896 1.3051 0.5484
N 1.7014 -1.1976 0.3165
N 2.7247 -0.3091 0.0774
O -0.4933 -1.5057 -0.4103

***

Entry 8:
The following is a quantum chemistry calculation of an isolated molecule of C6H6N2O2, from the OMol25 dataset.

Computed properties:
SMILES   N#CC1=[N+]([O-])C(=O)CCC1
Spin multiplicity   1
ΔE to the lowest compared entry with this formula, charge and spin   3.834 eV
Kohn-Sham gap (spin up / spin down)   8.133 / 8.137 eV

Geometry (Å):
C -3.1748 1.4132 0.0294
C -2.1204 0.4725 0.1673
C -1.2942 -1.8658 0.0861
C -0.7028 0.8927 0.3619
C 0.1449 -1.3637 0.0225
C 0.1353 0.1118 -0.6110
N -3.9051 2.2616 -0.2418
N -2.3346 -0.8229 0.0191
O -3.4634 -1.2778 -0.1435
O -1.6347 -2.9893 0.1652
H -0.6458 2.0215 0.0883
H -0.4108 0.5976 1.3287
H 0.5594 -1.1667 0.9851
H 0.6859 -2.0594 -0.4622
H -0.2477 0.3480 -1.6031
H 1.2021 0.5778 -0.6072

***

Entry 9:
The following is a quantum chemistry calculation of C6H6N2O2 as an isolated structure, from the OMol25 dataset.

Computed properties:
Spin multiplicity   1
ΔE to the lowest compared entry with this formula, charge and spin   3.780 eV
Kohn-Sham gap   8.873 eV

Geometry (Å):
C 1.4655 -1.0426 -0.0925
C -0.5624 -0.0509 -0.3235
C -1.9621 -0.3579 -0.4806
C -2.9601 0.2990 0.2285
C -0.0575 1.2260 -0.0293
C 1.5335 1.3875 -0.1020
H 2.0608 -2.8651 0.2526
H -2.1863 -1.2072 -1.3120
H -2.4419 0.8486 1.3972
H -4.0664 0.2377 0.2199
H -0.8999 2.0806 0.3393
H 3.1613 0.0393 0.2755
N 0.2515 -1.2013 -0.1843
N 2.1710 0.1653 -0.0470
O 2.2638 -1.9224 0.0890
O 2.2293 2.3635 -0.2309

***

Entry 10:
The following is a quantum chemistry calculation of an isolated molecule of C6H6N2O2, from the OMol25 dataset.

Computed properties:
Spin multiplicity   1
ΔE to the lowest compared entry with this formula, charge and spin   2.996 eV
Kohn-Sham gap   9.849 eV

Geometry (Å):
C -0.4133 1.1787 0.1546
C 1.1269 0.9633 -0.4363
C -1.4398 0.2194 0.4465
C 1.2769 -0.4582 -0.6697
C -0.9288 -1.1397 0.1282
C 0.5308 -1.2961 0.4296
N -0.6541 3.5173 0.1620
N -0.5672 2.4111 0.2499
O 1.8896 1.8910 -0.4447
O -2.5091 0.4932 0.9197
H 0.7660 -0.6049 -1.6251
H 2.2462 -0.7345 -0.7188
H -1.4496 -1.9040 0.7321
H -1.1487 -1.3671 -1.0185
H 0.8598 -2.3793 0.2679
H 0.4143 -0.7902 1.4225

***

Entry 11:
The following is a quantum chemistry calculation of an isolated molecule of C6H6N2O2S, from the OMol25 dataset.

Computed properties:
Spin multiplicity   1
ΔE to the lowest compared entry with this formula, charge and spin   2.686 eV
Kohn-Sham gap   9.311 eV

Geometry (Å):
C -1.3091 -1.6448 1.0471
C -0.5357 0.4483 2.3583
C 0.8218 1.4843 0.7759
C -0.7071 -0.4919 1.4330
C 0.5200 0.4547 0.0000
C -0.4441 -0.9020 -2.2686
N -1.8172 -2.5918 0.6257
N 0.2662 1.5109 2.0355
O 1.3522 1.0717 -2.3318
O 2.0590 -1.1023 -1.4060
S 1.0286 -0.1165 -1.5841
H -0.9760 0.4423 3.3418
H 1.4564 2.3126 0.5014
H -1.2725 -0.2095 -2.1891
H -0.2320 -1.1287 -3.3077
H -0.6357 -1.8095 -1.7081
H 0.4253 2.2722 2.6766

***

Entry 12:
The following is a quantum chemistry calculation of a 2-piece molecular cluster, C6H6N2O2S overall, from the OMol25 dataset.

Computed properties:
Spin multiplicity   1
ΔE to the lowest compared entry with this formula, charge and spin   2.240 eV
Kohn-Sham gap (spin up / spin down)   6.775 / 6.775 eV

Geometry (Å):
C 0.6060 -1.9518 0.9541
C -1.3389 1.2662 1.3228
C 0.9082 -0.9822 0.0469
C -0.8655 -2.1708 -0.6779
C -0.4561 2.5760 -0.5286
C 1.8679 0.0616 0.0997
N -1.0736 2.0066 0.4229
N -0.0141 -1.1439 -0.9762
O -1.7973 -2.5725 -1.3117
O -0.4603 -2.6708 0.5295
S 1.8742 1.2860 -0.9867
H 1.0445 -2.2054 1.8980
H -2.2045 1.2217 1.9455
H -0.6997 2.3192 -1.5420
H 0.1069 3.4702 -0.3307
H 2.5562 0.0576 0.9323
H -0.0539 -0.5677 -1.7979

***

Maximum force values (in Eh/bohr) by entry order: 0.08023, 0.15590, 0.08949, 0.10876, 0.11559, 0.15157, 0.09829, 0.09260, 0.20787, 0.09066, 0.11323, 0.02814.
Molar mass values (in g/mol) by entry order: 106.13, 106.13, 106.13, 106.13, 106.13, 106.13, 122.13, 138.13, 138.13, 138.13, 170.19, 170.19.
Electronic energy values (in eV) by entry order: -9296.2043, -9292.2100, -9296.5484, -9295.7194, -9277.1575, -9272.7946, -11342.0278, -13390.7930, -13390.8467, -13391.6309, -24225.7733, -24226.2200.